Entry from the OMol25 dataset: C28H20F15GeIN2PdSSe3 as an isolated structure (wB97M-V/def2-TZVPD).

Each line ends with the Mulliken spin population.
CARTESIAN COORDINATES (ANGSTROEM)
Pd (1.0596, 1.6284, 1.1776)  1.10
C (1.5035, 2.3123, 4.5240)  0.01
Se (1.5630, 0.7082, 3.3993)  0.22
C (3.4630, 0.4751, 3.3925)  0.02
C (4.2931, 1.4782, 2.5895)  0.00
Se (3.5978, 1.8904, 0.8167)  0.18
C (4.2298, 0.1526, 0.0263)  0.00
H (2.1656, 2.1343, 5.3983)  0.01
H (0.4316, 2.4206, 4.8496)  0.00
H (1.7600, 3.1835, 3.9554)  0.00
H (3.6166, -0.5935, 3.1400)  0.00
H (3.6192, 0.6080, 4.4480)  0.01
H (5.3006, 1.2078, 2.3432)  0.00
H (4.2675, 2.4622, 3.1110)  0.00
H (5.3266, 0.1890, -0.0900)  0.01
H (3.6698, 0.0164, -0.9095)  0.00
H (3.9147, -0.6987, 0.6651)  0.00
C (2.9804, 4.2031, -4.2326)  0.00
N (2.1304, 3.1678, -4.7623)  0.06
C (2.3343, 2.3757, -5.8591)  0.06
C (1.2230, 1.5789, -6.0119)  0.08
N (0.3429, 1.8863, -4.9441)  0.06
C (-0.8942, 1.2324, -4.6201)  0.01
C (0.9334, 2.8474, -4.1593)  -0.13
Se (0.4113, 3.5902, -2.5439)  0.86
H (2.4929, 5.2100, -4.2636)  0.00
H (3.8786, 4.2633, -4.8746)  0.00
H (3.2376, 3.9918, -3.1812)  0.00
H (3.2963, 2.4993, -6.3762)  0.00
H (0.8791, 0.8319, -6.6871)  0.00
H (-0.7968, 0.1339, -4.6623)  0.00
H (-1.7318, 1.5772, -5.2969)  0.00
H (-1.1819, 1.4961, -3.6077)  0.00
F (-4.5539, -2.3661, 0.3716)  0.00
C (-4.4652, -1.3141, 1.1984)  0.00
C (-3.1938, -0.7441, 1.4547)  0.03
C (-3.1134, 0.2086, 2.4339)  -0.02
F (-1.8994, 0.6551, 2.7737)  0.01
C (-4.2285, 0.6095, 3.1753)  0.00
F (-4.0638, 1.3391, 4.2908)  0.00
C (-5.4978, 0.1027, 2.8282)  0.00
F (-6.5972, 0.5710, 3.4251)  0.00
C (-5.6280, -0.8714, 1.8254)  0.00
F (-6.8291, -1.3769, 1.4988)  0.00
Ge (-1.4951, -1.2148, 0.5886)  -0.01
S (-0.5394, 0.6236, -0.1257)  0.66
C (-1.9967, -2.1796, -1.0545)  -0.01
C (-1.6465, -3.5280, -1.3098)  0.00
F (-1.2572, -4.3479, -0.3569)  0.00
C (-1.7011, -4.1155, -2.5767)  0.00
F (-1.2578, -5.3235, -2.8433)  0.00
C (-2.2568, -3.3199, -3.6169)  0.00
F (-2.4650, -3.8592, -4.8311)  0.00
C (-2.7083, -2.0171, -3.3928)  0.00
F (-3.3891, -1.3366, -4.3538)  0.00
C (-2.6037, -1.4518, -2.1091)  0.01
F (-3.1442, -0.2584, -1.9580)  0.01
C (-0.5325, -2.4894, 1.7638)  -0.03
C (0.8006, -2.7954, 1.5036)  0.03
F (1.3673, -2.2290, 0.4496)  0.01
C (1.5164, -3.7391, 2.2238)  0.00
F (2.7843, -4.0058, 1.9369)  0.00
C (0.9312, -4.3638, 3.3158)  0.00
F (1.6529, -5.2731, 3.9719)  0.00
C (-0.4578, -4.1581, 3.5595)  0.00
F (-1.0529, -4.8956, 4.4728)  0.00
C (-1.1466, -3.2980, 2.7426)  0.01
F (-2.4864, -3.2825, 2.7834)  0.00
I (1.0971, 5.2189, 1.4727)  0.13
C (-0.1194, 3.4852, 1.7886)  0.65
H (-0.8797, 3.5385, 1.0769)  -0.02
H (-0.2607, 3.3424, 2.8479)  -0.02

Cartesian forces, eV/Å:
0.1260 0.4960 -0.5270
-1.0680 -0.5688 0.7697
-0.9087 -0.1488 0.2930
0.6506 -0.5735 -0.4997
-1.3206 1.1365 0.5564
0.0354 -1.0888 -0.5790
-0.7575 -0.1401 0.2499
-0.5029 0.2139 -0.5970
1.1315 -0.2289 -0.1424
0.4197 0.4454 -0.1922
0.1176 0.6848 0.0419
0.7537 -0.1858 0.4706
0.5859 -0.3675 0.4807
0.2992 -0.6813 -0.3136
-0.6541 0.0649 -0.0723
0.5423 0.2119 0.1248
0.3090 0.6804 -0.1587
1.0715 1.3115 -0.0816
-1.6307 -0.9078 0.4399
0.2996 0.5946 0.2043
-1.2859 0.8283 2.0805
2.5590 0.7817 -0.4282
-1.8002 -0.4811 -0.5836
0.4440 -0.2618 -0.9041
-0.2626 -0.2953 -0.3778
0.2000 -0.9824 -0.0742
-0.3612 -0.1003 0.5212
0.0479 0.0221 -0.6127
-0.8737 -0.3913 -0.0929
0.3530 -0.2943 -0.5941
0.0604 0.5400 -0.1825
1.0334 -0.4526 0.5859
0.0780 0.0762 0.0894
-0.0761 0.4398 0.0001
0.6384 0.0251 0.0955
-0.6536 -0.3362 -0.4756
-1.3056 -0.1453 0.6627
0.4241 0.4446 0.3703
-0.1995 -0.4898 0.1611
-0.2170 0.0682 -0.6897
0.0291 0.4234 -0.1232
0.7343 -0.3874 -0.0995
0.1883 0.0827 -0.0004
0.9400 0.3967 0.3460
-1.4943 -2.0040 0.2796
0.6811 0.2925 0.0653
-0.1202 0.0851 -0.8000
-0.3289 0.5861 -1.2398
0.5554 -0.1009 0.9878
-0.8536 2.1964 -0.9025
-0.1061 -0.2289 0.2238
-0.1362 -0.5614 -0.1191
0.3525 0.3133 0.8069
-0.5182 0.1016 0.5416
0.7588 -0.5886 0.5758
0.8920 -2.3613 -0.6671
0.0994 0.8358 0.5658
0.7150 -0.4920 0.1205
-1.1246 -0.2060 0.6336
0.8018 0.6298 -0.7162
-0.0542 0.2658 0.6280
0.2157 0.0539 -0.2259
-0.7676 -0.2021 -0.4146
-0.6822 0.5748 -0.0560
1.7054 -0.6641 -0.1288
-0.2717 -0.0198 0.1702
-0.5292 1.0231 -0.9364
0.1706 0.0633 0.5341
-0.2273 -0.8342 0.1313
2.1141 0.9536 0.4227
-1.4811 -0.1565 -0.5319
-0.5604 -0.0153 -0.0903

LUMO energy (spin up / spin down): -4.92 / -8.76 eV
total charge: +2
frontier orbital gap (spin up / spin down): 0.3084 / 0.1775 hartree
molar mass: 1244.3 g/mol
spin multiplicity: 5
max |F|: 2.71 eV/Å
ΔE to the lowest compared entry with this formula, charge and spin: 2.7 kcal per mole
<S²>: 6.04

***

Entry from the OMol25 dataset: C28H20F6N3O5S5SiTc as an isolated structure (wB97M-V/def2-TZVPD).

Each line ends with the Mulliken spin population.
CARTESIAN COORDINATES (ANGSTROEM)
Tc (-0.7794, 1.4356, -0.5264)  1.83
F (0.4071, 5.9330, -2.4494)  0.00
C (-0.6920, 5.5372, -1.8406)  0.01
F (-1.7653, 5.9427, -2.4873)  0.00
F (-0.7101, 5.9721, -0.5946)  0.00
S (-0.6893, 3.6884, -1.7986)  0.01
O (-1.8566, 3.2593, -1.0205)  0.01
O (0.5338, 3.2259, -1.1571)  0.01
N (-0.7688, 3.3333, -3.3131)  0.00
S (-0.5068, 1.8145, -3.6604)  -0.01
O (-0.9563, 1.4257, -4.9395)  0.00
O (-0.9818, 0.9586, -2.5445)  0.00
C (1.3752, 1.6377, -3.6972)  0.00
F (1.7148, 1.1270, -4.8639)  0.00
F (1.9469, 2.8232, -3.5561)  0.00
F (1.7657, 0.8260, -2.7289)  0.00
S (-2.2067, -4.6005, -2.8654)  0.54
C (-2.7048, -3.3130, -1.9629)  -0.14
S (-1.6877, -1.8976, -1.8030)  -0.01
C (-2.8588, -1.2210, -0.7037)  0.05
N (-3.9023, -1.9879, -0.5262)  0.14
N (-3.8499, -3.1330, -1.2049)  0.19
C (-4.9781, -3.9985, -1.0085)  0.02
C (-5.8314, -3.6855, 0.0603)  0.05
C (-6.9242, -4.4818, 0.3285)  -0.03
C (-7.1913, -5.5964, -0.4557)  0.07
C (-6.3658, -5.8899, -1.5306)  -0.03
C (-5.2706, -5.0969, -1.8201)  0.04
S (-2.7059, 0.2523, 0.1395)  0.08
H (-5.6162, -2.8245, 0.6709)  0.00
H (-7.5712, -4.2300, 1.1571)  0.00
H (-8.0436, -6.2249, -0.2368)  0.00
H (-6.5831, -6.7403, -2.1616)  0.00
H (-4.6733, -5.3225, -2.6805)  0.00
O (0.7020, 0.3261, -0.0992)  0.20
Si (1.9940, 0.4450, 0.8860)  0.02
C (3.5993, 1.0655, 0.1402)  0.01
C (3.6754, 2.4126, -0.2254)  0.00
C (4.8572, 2.9464, -0.7156)  0.00
C (5.9840, 2.1446, -0.8342)  0.00
C (5.9191, 0.8052, -0.4798)  0.00
C (4.7330, 0.2669, 0.0004)  0.00
C (1.3922, 1.7446, 2.1310)  -0.02
C (0.0690, 2.1525, 2.0848)  -0.02
C (-0.4840, 3.0733, 2.9551)  -0.03
C (0.3376, 3.6240, 3.9285)  0.00
C (1.6725, 3.2496, 4.0017)  0.00
C (2.1945, 2.3158, 3.1169)  -0.01
C (2.1731, -1.2370, 1.7053)  0.01
C (1.1784, -2.1942, 1.4992)  0.01
C (1.2520, -3.4339, 2.1168)  0.00
C (2.3211, -3.7316, 2.9491)  0.00
C (3.3147, -2.7879, 3.1629)  0.00
C (3.2422, -1.5473, 2.5453)  0.00
H (2.8063, 3.0507, -0.1178)  0.00
H (4.8901, 3.9890, -1.0067)  0.00
H (6.9126, 2.5637, -1.1989)  0.00
H (6.7923, 0.1741, -0.5847)  0.00
H (4.6901, -0.7844, 0.2604)  0.00
H (-0.6177, 1.6836, 1.3423)  0.00
H (-1.5312, 3.3391, 2.8909)  0.00
H (-0.0684, 4.3445, 4.6255)  0.00
H (2.3131, 3.6855, 4.7575)  0.00
H (3.2377, 2.0292, 3.1843)  0.00
H (0.3472, -1.9570, 0.8450)  -0.01
H (0.4727, -4.1673, 1.9482)  0.00
H (2.3805, -4.6984, 3.4317)  0.00
H (4.1490, -3.0210, 3.8124)  0.00
H (4.0265, -0.8194, 2.7228)  0.00

Cartesian forces, eV/Å:
1.4674 -0.9671 0.8541
-0.0337 -0.0087 -0.0104
-0.0449 0.0796 -0.0466
0.0508 0.0067 0.0200
-0.0006 -0.0775 0.0200
0.1700 1.1685 -1.2776
-0.6251 -0.0867 0.3516
0.3152 -0.1303 0.4552
-0.1338 0.1131 0.1397
0.4156 0.1139 -0.4983
-0.2472 0.1185 -0.1059
-0.0731 -0.4365 0.3296
0.2435 -0.0130 -0.0910
-0.0872 -0.0368 -0.0214
-0.0746 -0.0669 0.0158
-0.0543 0.0361 0.0570
-0.2240 0.1582 0.2249
0.3584 -0.1692 -0.2224
-0.6464 -0.1374 0.3519
1.0906 0.2471 -0.5802
-0.6423 -0.3301 0.0930
0.1591 0.4031 0.0857
-0.3980 -0.2289 0.1757
0.2548 0.0445 -0.0253
-0.0359 -0.0310 -0.0074
0.0373 0.0225 -0.0230
-0.0753 -0.0113 0.0414
0.2269 0.2472 -0.0533
-0.0200 -0.1998 0.0701
-0.0546 -0.0307 0.0655
0.0159 -0.0019 0.0114
-0.0048 0.0045 -0.0090
0.0283 0.0120 -0.0264
0.1357 -0.0590 -0.1371
-1.7414 0.2125 -1.3010
0.9734 -0.0538 1.2359
-0.5719 -0.0703 0.1298
0.1500 -0.0424 -0.0019
-0.1312 0.1068 -0.0464
-0.0117 -0.0328 0.0133
0.0498 -0.0618 -0.0302
-0.0182 -0.0465 -0.0856
0.1011 -0.2669 -0.3868
0.1463 0.2246 -0.2617
-0.1266 0.0354 -0.0357
-0.0630 -0.0100 -0.0255
0.1019 -0.0305 0.0429
-0.0830 0.0092 0.0087
-0.0600 0.4546 -0.3535
0.1120 -0.0136 0.0684
-0.1007 -0.0243 -0.0473
-0.0302 -0.0107 -0.0133
0.0935 0.0377 0.0561
-0.0276 -0.0882 0.0471
0.0139 0.0448 0.0087
0.0710 -0.0079 0.0291
-0.0085 -0.0037 -0.0253
0.0057 0.0159 0.0200
0.0182 0.0109 0.0158
-0.3895 -0.1834 0.6424
0.0294 0.0579 -0.0098
0.0180 -0.0027 0.0152
-0.0219 0.0109 -0.0002
0.0109 0.0496 0.0296
-0.0317 -0.0585 0.0185
0.0286 -0.0150 0.0209
0.0005 0.0021 -0.0028
-0.0092 0.0098 -0.0056
0.0087 -0.0124 0.0028

LUMO energy (spin up / spin down): -3.65 / -6.55 eV
total charge: +1
frontier orbital gap (spin up / spin down): 0.2852 / 0.1783 hartree
molar mass: 878.9 g/mol
spin multiplicity: 4
max |F|: 2.18 eV/Å
ΔE to the lowest compared entry with this formula, charge and spin: 18.3 kcal per mole
<S²>: 3.80

***

Entry from the OMol25 dataset: C28H20LaN5O9S as an isolated structure (wB97M-V/def2-TZVPD).

Each line ends with the natural charge from an NBO analysis.
CARTESIAN COORDINATES (ANGSTROEM)
La (-0.6342, -0.4790, 0.7258)  2.16
O (-0.9405, -0.0252, 2.9789)  -0.87
C (-1.2237, 1.0984, 3.5836)  0.39
C (-2.1593, 1.1270, 4.6342)  -0.25
C (-2.4698, 2.3090, 5.2727)  -0.19
C (-1.8479, 3.5058, 4.9220)  -0.29
C (-0.9054, 3.4926, 3.9133)  -0.15
C (-0.5790, 2.3198, 3.2200)  -0.22
C (0.4780, 2.4458, 2.2070)  0.13
N (0.7710, 1.5617, 1.3289)  -0.41
N (1.8935, 1.7956, 0.5133)  -0.45
C (2.1562, 0.7471, -0.2297)  0.59
O (1.4968, -0.3616, -0.2737)  -0.86
C (3.3387, 0.8102, -1.1512)  -0.14
C (4.0792, 1.9757, -1.3252)  -0.18
C (5.1627, 1.9831, -2.1895)  -0.24
C (5.5190, 0.8305, -2.8796)  -0.21
C (4.7910, -0.3402, -2.7104)  -0.23
C (3.7015, -0.3415, -1.8497)  -0.12
H (-2.6471, 0.1981, 4.8980)  0.21
H (-3.2178, 2.3025, 6.0575)  0.20
H (-2.1035, 4.4289, 5.4249)  0.20
H (-0.4022, 4.4110, 3.6301)  0.20
H (1.0815, 3.3572, 2.2248)  0.18
H (3.7991, 2.8680, -0.7815)  0.22
H (5.7369, 2.8926, -2.3265)  0.19
H (6.3693, 0.8403, -3.5516)  0.20
H (5.0547, -1.2559, -3.2288)  0.27
H (3.1252, -1.2450, -1.7084)  0.23
O (-7.6451, 2.1316, 0.6410)  -0.75
C (-6.6681, 2.9000, 0.6146)  0.73
O (-6.6265, 4.1463, 0.6251)  -0.76
C (-5.2818, 2.2080, 0.5764)  -0.05
C (-4.1150, 2.9559, 0.5338)  -0.23
C (-2.8950, 2.3069, 0.4891)  0.03
N (-2.7899, 0.9772, 0.4743)  -0.56
C (-3.9106, 0.2351, 0.5059)  0.08
C (-5.1642, 0.8195, 0.5650)  -0.20
C (-3.7839, -1.3026, 0.4342)  0.77
O (-4.7798, -1.9875, 0.5535)  -0.64
O (-2.5786, -1.7412, 0.2227)  -0.90
H (-4.1837, 4.0354, 0.5366)  0.24
H (-1.9632, 2.8617, 0.4452)  0.19
H (-6.0616, 0.2181, 0.5901)  0.27
N (0.0657, -3.2451, 0.7261)  -0.89
C (0.8669, -3.5785, -0.4073)  0.22
C (0.4528, -3.1385, -1.6556)  -0.29
C (1.2654, -3.3143, -2.7665)  -0.17
C (2.5097, -3.9048, -2.6489)  -0.34
C (2.9086, -4.3704, -1.4002)  -0.16
C (2.0921, -4.2262, -0.2896)  -0.29
S (3.6075, -4.0527, -4.0581)  2.42
O (3.6873, -5.4803, -4.3280)  -1.02
O (2.9531, -3.2762, -5.1035)  -1.03
O (4.8570, -3.4701, -3.5771)  -1.03
H (0.3120, -3.7389, 1.5744)  0.38
H (-0.9210, -3.4333, 0.5480)  0.41
H (-0.5086, -2.6503, -1.7796)  0.21
H (0.9481, -2.9526, -3.7364)  0.23
H (3.8808, -4.8365, -1.3003)  0.23
H (2.4283, -4.5721, 0.6822)  0.20
N (-0.8012, 0.0834, -3.2613)  -0.67
C (-0.8605, 0.2608, -2.1199)  0.33
H (-0.7208, -0.1205, -4.2349)  0.46

Cartesian forces, eV/Å:
-0.0439 -0.5894 0.0892
-0.0923 -0.0032 0.0521
0.4551 -0.0163 -0.2783
0.0029 0.2402 -0.0322
-0.0906 -0.1209 0.0617
0.0829 0.0853 -0.0635
-0.0922 -0.0776 0.0531
0.1307 0.2268 -0.0560
0.0583 -0.1680 0.0476
0.2491 -0.0207 -0.2220
-0.2796 0.0877 0.2846
0.2080 -0.0957 -0.3888
0.1251 0.3285 0.3156
-0.0312 0.0419 0.1015
0.0367 0.0706 -0.0065
0.0292 0.0426 -0.0082
0.0001 -0.0821 -0.0157
0.0315 0.0663 0.0146
-0.0146 0.0541 0.0540
0.0074 -0.0167 -0.0072
0.0055 0.0140 -0.0009
-0.0012 -0.0019 0.0009
-0.0032 0.0161 0.0113
-0.0214 0.0089 0.0768
-0.0330 -0.0192 0.0203
-0.0158 0.0062 0.0097
0.0018 0.0199 0.0003
-0.0422 0.0373 0.0062
-0.0177 -0.0174 -0.0050
0.0210 -0.0821 -0.0376
-0.0967 0.1089 0.1183
0.0629 0.0442 -0.0462
-0.0159 -0.1980 -0.0438
0.1193 0.0822 0.0183
-0.1623 0.0140 -0.0200
0.0869 -0.3733 -0.0207
-0.2825 -0.1073 -0.0342
-0.0620 0.1594 0.0059
0.1476 0.2832 -0.1421
-0.0406 -0.0013 0.0465
-0.2221 -0.0399 0.0062
-0.0296 -0.0146 0.0017
0.0085 -0.0060 0.0593
0.0514 -0.0486 -0.0017
-0.5601 0.0166 0.1544
0.0977 0.1198 -0.0717
-0.0209 -0.0908 -0.1494
-0.0896 0.1479 -0.0659
-0.0205 -0.1349 0.2078
0.0677 -0.0471 -0.0622
-0.0215 0.1911 0.0767
-0.0085 0.0938 -0.1250
0.0086 0.0105 0.0522
0.0241 -0.0390 0.0338
-0.0043 -0.0882 -0.0294
0.2308 -0.0361 -0.0973
0.0040 0.0078 -0.0419
-0.0700 -0.0032 0.1212
0.0605 -0.0369 -0.0165
-0.0003 -0.0003 -0.0202
-0.0033 0.0020 0.0014
-0.0325 0.0441 -0.0036
0.0480 -0.1127 0.0157
0.0587 0.0175 -0.0051

LUMO energy: 3.69 eV
total charge: -2
frontier orbital gap: 0.2758 hartree
molar mass: 741.5 g/mol
max |F|: 0.60 eV/Å
ΔE to the lowest compared entry with this formula, charge and spin: 1.0 kcal per mole

***

| no. | E (eV) |
| --- | --- |
| 1 | -348052.4937 |
| 2 | -124618.0122 |
| 3 | -66941.3940 |